DFT (ωB97M-V/def2-TZVPD) results for a molecular structure, C39H101CuN7O13 in a non-equilibrium geometry.

XYZ file:
```
161
Properties=species:S:1:pos:R:3:forces:R:3
N 0.448666 -3.079625 -3.604817 0.77 0.75 0.94
H 0.313592 -2.489251 -2.736294 -0.49 0.08 -0.01
H -0.313390 -3.797201 -3.642796 0.02 -0.08 -0.01
H 1.399655 -3.453126 -3.470960 -0.40 -0.64 0.01
H 0.463675 -2.374319 -4.333390 -0.31 -0.40 -0.37
Cu 0.111798 0.717458 -3.411203 -0.05 -1.59 1.50
C -2.235300 -0.784779 -0.962618 -0.60 -0.28 -0.03
C -0.787559 -0.314306 -1.016041 -1.09 0.04 0.76
C -0.204153 -0.328848 0.388309 1.73 1.14 0.11
O -0.006689 -1.008263 -1.956588 0.34 1.52 -1.74
H -2.395494 -1.798842 -0.583035 0.34 0.04 -0.35
H -2.721243 -0.679514 -1.938165 0.04 -0.17 0.00
H -2.818986 -0.176834 -0.271661 0.23 0.30 0.04
H -0.931194 0.748530 -1.309018 0.44 0.10 0.14
H -0.624667 0.418506 1.069131 -0.78 -0.48 -0.01
H 0.817686 0.085095 0.378428 0.09 -0.34 -0.43
H -0.083143 -1.305339 0.853926 -0.48 0.26 -0.11
C 1.437520 -7.107457 -4.634492 -1.27 1.26 -0.12
O 0.846830 -6.486903 -3.486126 0.41 0.09 0.26
C -0.505683 -6.824839 -3.264083 0.34 -1.52 0.28
C -1.462967 -6.122551 -4.220409 0.55 -0.48 1.54
N -1.918089 -4.888341 -3.576259 -0.04 1.09 -1.91
C -2.690989 -4.111450 -4.578282 -0.10 0.40 1.47
C -3.503361 -3.035265 -3.864889 -0.82 0.58 -0.19
O -4.038682 -3.509487 -2.644665 0.08 -0.83 -0.13
C -5.270959 -2.930436 -2.271007 -0.09 0.86 0.06
H 0.918758 -8.045258 -4.845668 0.60 -0.32 0.13
H 2.512147 -7.134949 -4.491965 -0.02 -0.43 0.08
H 1.222684 -6.447398 -5.490290 0.30 -0.25 -0.14
H -0.702769 -6.668060 -2.203789 -0.21 0.77 -0.01
H -0.594403 -7.923041 -3.289772 -0.10 0.04 -0.61
H -2.262580 -6.802053 -4.528582 -0.19 0.18 -0.03
H -0.842728 -5.895542 -5.088738 -0.38 0.30 -0.22
H -2.559183 -4.977817 -2.795272 0.28 -0.69 0.23
H -3.402304 -4.752801 -5.106578 0.28 -0.04 -0.30
H -1.998673 -3.587128 -5.241591 -0.15 -0.33 -0.42
H -4.330790 -2.759437 -4.532662 0.10 0.06 -0.01
H -2.953983 -2.104558 -3.659193 0.27 -0.22 -0.05
H -5.238146 -1.861569 -2.517233 -0.14 0.03 0.29
H -5.396047 -3.048325 -1.196062 0.15 0.01 0.01
H -6.170021 -3.337024 -2.747197 0.35 -0.35 -0.30
C 2.635604 9.299503 -1.144123 -0.41 0.52 -0.09
O 3.270106 8.185083 -0.567622 -0.28 0.04 -0.24
C 2.701015 6.966898 -1.042248 1.64 0.07 0.77
C 3.209450 5.846538 -0.114314 0.67 -0.53 -0.48
N 2.238744 4.811012 0.242742 -0.11 0.66 -0.78
C 1.713226 3.978563 -0.838630 -1.23 0.75 0.23
C 0.480819 3.322145 -0.202101 1.09 -1.85 -0.43
O -0.381563 4.197995 0.443297 -0.32 0.50 -1.01
C -1.637276 3.610934 0.826881 1.35 0.00 0.01
H 2.579436 9.347618 -2.241787 0.19 -0.70 -0.02
H 3.174747 10.212038 -0.895203 -0.03 -0.13 0.50
H 1.603956 9.325172 -0.774036 0.00 0.37 -0.02
H 3.204961 6.806943 -2.000861 -0.97 -0.10 -0.50
H 1.606951 7.003291 -1.057779 0.00 0.07 -0.28
H 3.657924 6.239031 0.798788 -0.42 0.35 0.05
H 4.071190 5.399769 -0.623209 -0.14 -0.32 0.08
H 1.403356 5.340423 0.490742 0.17 -0.18 0.70
H 2.405007 3.224041 -1.221610 0.12 -0.09 0.41
H 1.337212 4.502902 -1.738661 0.33 0.44 0.15
H 0.908517 2.567572 0.480919 -0.43 0.11 0.27
H -0.027170 2.740722 -0.994425 -0.26 0.13 0.02
H -1.451953 3.361458 1.870787 -0.93 -0.21 0.16
H -1.844688 2.716805 0.232397 0.03 -0.09 0.08
H -2.429766 4.326428 0.635004 -0.01 0.16 0.38
C -3.505136 4.091964 -3.209402 -1.04 -0.12 -1.67
O -4.632539 3.384233 -2.738906 -0.03 -0.46 0.26
C -4.475745 2.568632 -1.590771 0.28 0.57 -0.76
C -5.670301 1.651877 -1.484108 0.02 -1.28 0.11
N -5.492637 0.736369 -0.371649 -0.36 0.85 0.22
C -6.648516 0.305052 0.370448 -0.64 -1.51 -1.27
C -6.328514 -0.811594 1.349026 0.51 -0.04 -0.82
O -5.740396 -0.338364 2.527171 -0.32 0.27 0.31
C -4.344465 -0.430826 2.686287 -0.23 0.09 0.13
H -3.700342 5.159864 -3.115224 0.66 0.11 0.70
H -3.556942 3.950870 -4.297403 0.24 -0.01 -0.04
H -2.517722 3.717066 -2.930161 -0.13 0.19 0.71
H -4.306582 3.214290 -0.721762 -0.19 -0.30 0.24
H -3.590650 1.924557 -1.744468 0.05 0.08 0.26
H -5.732360 1.028163 -2.391052 0.12 0.44 -0.30
H -6.648869 2.132316 -1.433964 0.24 0.47 0.30
H -4.566982 0.583433 -0.036784 0.05 0.13 0.38
H -7.263419 -0.216328 -0.392205 -0.25 0.08 0.20
H -7.340664 1.057024 0.765634 0.60 0.37 0.34
H -5.682325 -1.510296 0.791751 0.34 0.10 0.24
H -7.210443 -1.425750 1.540379 -0.21 0.42 0.51
H -4.106458 -1.450601 3.000013 0.45 0.05 -0.06
H -4.075706 0.292842 3.454093 -0.02 -0.24 0.25
H -3.755334 -0.119171 1.816481 -0.17 -0.30 -0.25
C -4.607357 4.712462 6.728136 0.66 0.78 -0.51
O -4.200977 3.507129 6.134456 -0.32 -0.30 -0.29
C -2.914304 3.026359 6.468499 -0.16 0.93 0.54
C -2.600922 1.947260 5.461213 0.58 -0.19 0.13
N -1.300681 1.340249 5.655284 -0.05 -0.39 1.42
C -0.975796 0.285998 4.754251 0.81 -0.48 -1.78
C 0.514733 -0.011854 4.693501 0.01 0.60 -0.15
O 1.095747 1.037500 3.914667 0.18 0.78 1.43
C 2.505186 1.026916 3.982212 0.97 -0.11 -0.69
H -5.110838 4.624581 7.693487 0.08 -0.29 0.01
H -5.253255 5.227844 6.015160 -0.29 -0.23 0.13
H -3.740911 5.383960 6.819724 -0.04 -0.07 0.32
H -2.922963 2.676350 7.509293 0.15 -0.40 -0.17
H -2.198261 3.865067 6.460801 0.07 -0.13 -0.28
H -2.621052 2.345684 4.436189 -0.68 0.12 0.04
H -3.380970 1.202400 5.635329 0.05 -0.17 -0.51
H -0.550070 2.012344 5.725223 -0.05 0.10 -0.23
H -1.172416 0.593192 3.705866 -0.42 -0.14 -0.01
H -1.475134 -0.677595 4.891540 -0.45 0.30 0.53
H 0.787840 -0.934827 4.171020 -0.47 -0.33 0.28
H 0.901941 -0.039301 5.718895 0.28 0.06 -0.11
H 3.001090 0.719462 4.911087 -0.80 -0.75 0.17
H 3.002136 1.997806 3.893353 -0.86 0.36 -0.61
H 2.809578 0.404786 3.137104 0.69 -0.08 0.27
C 4.035381 1.878520 0.949227 -0.50 1.77 -0.70
O 4.714357 0.767024 1.404923 0.77 0.01 -0.20
C 5.020547 -0.208286 0.415728 -1.09 0.16 0.41
C 5.991468 0.185704 -0.694535 0.19 0.39 0.11
N 7.336755 0.440483 -0.180462 -0.02 -0.27 0.13
C 7.439766 1.663763 0.637041 0.38 -0.83 0.98
C 8.893498 2.075986 0.714077 0.35 1.05 -1.18
O 9.027832 3.258133 1.481469 -0.45 0.16 0.30
C 10.338039 3.721832 1.411549 1.40 0.23 -0.46
H 3.993336 2.628331 1.736072 -0.43 -0.36 0.37
H 3.037826 1.695963 0.524946 -0.22 -0.49 0.54
H 4.465836 2.504259 0.146805 0.79 -0.68 -0.13
H 4.031853 -0.572498 0.085601 0.28 -0.11 -0.60
H 5.461251 -1.016947 1.004200 0.14 -0.09 -0.22
H 5.778668 1.068359 -1.306676 -0.68 0.14 0.46
H 5.940366 -0.601914 -1.454568 0.52 -0.32 0.27
H 7.580880 -0.307967 0.461089 0.13 -0.23 -0.34
H 7.158577 1.461881 1.677130 -0.46 0.17 -0.10
H 6.771594 2.430374 0.251464 0.32 0.23 -0.12
H 9.233048 2.287653 -0.312402 0.07 -0.07 0.03
H 9.590555 1.321965 1.101301 -0.43 -0.34 0.12
H 10.624399 4.050432 0.400913 -0.22 -0.37 -0.18
H 11.047124 2.940749 1.715252 0.00 -0.04 -0.03
H 10.590898 4.603278 2.001920 -0.87 -0.12 0.51
C 3.900802 -3.790537 -2.380557 -0.47 0.19 -1.44
O 2.575304 -4.230115 -2.092247 0.92 0.83 1.01
C 2.552860 -4.717750 -0.744339 -1.88 -1.16 0.06
C 1.115358 -4.810792 -0.240291 -0.56 0.61 0.02
N 0.756955 -3.623628 0.544591 -1.10 0.41 -0.53
C -0.582988 -3.731822 1.156753 0.97 -1.37 0.25
C -1.783270 -4.127205 0.303660 -0.36 1.55 -0.26
O -1.977758 -5.502567 0.225808 0.57 -1.02 0.46
C -3.310561 -5.981175 0.214525 -0.54 2.42 -2.20
H 3.826591 -3.441695 -3.417542 0.38 -0.10 0.00
H 4.619915 -4.611412 -2.344526 0.00 0.02 0.18
H 4.249002 -2.926733 -1.807660 -0.21 -0.22 0.44
H 3.039243 -4.056642 -0.026837 0.66 -0.16 -0.29
H 2.876347 -5.761890 -0.788934 0.83 0.27 0.28
H 0.915383 -5.659928 0.417791 0.53 -0.12 0.01
H 0.444777 -4.990663 -1.089368 0.00 0.08 -0.20
H 0.675615 -2.795138 -0.046945 0.57 -0.27 -0.29
H -0.762046 -2.780713 1.656584 -0.22 -0.36 0.27
H -0.490119 -4.577048 1.852736 -0.16 0.49 0.49
H -1.696115 -3.662509 -0.690540 0.07 -0.36 -0.23
H -2.632537 -3.588229 0.749012 -0.29 -0.45 0.11
H -3.330086 -6.945993 -0.280246 0.01 -0.53 1.06
H -3.847663 -5.363653 -0.543302 0.04 -0.13 0.05
H -3.896804 -5.719170 1.096744 0.38 -0.99 0.55
```
Positions in Å, forces in eV/Å.

The energy comes out at -4547.72553 a.u. The value obtained for the LUMO energy is -0.182 hartree. As for the energy above the lowest of the compared OMol25 structures with the same formula, charge and spin: 0.00 kcal per mole. As for the charge: +1. The calculation puts the molar mass at 939.819 g/mol.